Entry from the OMol25 dataset: C17H24FN2O as an isolated structure in a non-equilibrium geometry (the ωB97M-V functional and the def2-TZVPD basis).

Gap between HOMO and LUMO   0.306 Ha
LUMO energy   -3.45 eV
Relative energy (zero: lowest compared OMol25 entry of this formula, charge and spin)   1834.7 kJ/mol

Geometry as ORCA input:
```
! wB97M-V def2-TZVPD RIJCOSX def2/J DEFGRID3
* xyz 1 1
O 2.60652 -2.56941 -1.37017
C 1.44074 -2.41718 -0.93471
N 0.67255 -1.22102 -0.84513
C -0.57840 -1.08388 -0.47292
H -1.00392 -2.03640 -0.24085
C -0.45503 -0.08176 0.60315
N 0.24074 1.14508 0.08773
H -0.62217 1.44408 -0.82097
C 1.32616 0.85253 -0.41386
H 1.88290 1.84174 -0.85317
C 1.27857 -0.25023 -1.25918
H 2.27553 -0.57511 -1.70284
H 0.87533 0.16047 -2.53572
H 1.96310 0.62604 0.58269
C -0.18611 2.35442 0.94029
C 0.86431 3.52119 0.66151
H 1.94863 3.40334 0.55096
H 0.65927 4.32120 1.36398
C 0.22284 4.21553 -0.74367
C -1.09914 3.98894 -0.90847
C -1.96679 3.99088 0.24978
H -2.91157 3.97808 0.31949
H -1.66184 4.95843 0.96060
C -1.46483 2.76882 1.31144
H -2.53393 1.97445 0.84461
H -1.81479 3.11651 2.21054
H -1.37873 4.84048 -1.79791
H -1.54473 3.11610 -1.45469
H 1.00903 3.54401 -1.52977
H 0.72218 5.20888 -0.81031
H 0.16033 2.01222 2.04702
H -1.64378 0.10253 0.89995
H 0.05562 -0.30575 1.52017
H -1.14136 -0.84777 -1.38230
C 0.82387 -3.77507 -0.34236
C 0.49063 -4.85065 -0.87909
C -0.11018 -6.01381 -0.59562
C -0.16115 -5.99975 1.02613
C -0.15731 -4.89868 1.63645
C 0.41552 -3.84524 1.21369
H 0.75907 -2.78885 1.72305
F -0.35123 -4.97322 3.10243
H -0.73047 -6.98989 1.29553
H 0.00340 -6.95404 -1.17580
H 0.82064 -5.00822 -2.08166
*
```